[1]
13
Properties=species:S:1:pos:R:3:nbo_charge:R:1 method="wB97M-V/def2-TZVPD" relative_energy_kj_mol=309.2 charge=0 homo_energy_ha=-0.323 homo_lumo_gap_ev=9.6
S 1.32 -1.22 -0.66 0.1587
O -0.53 -0.62 1.14 -0.3838
N -0.49 2.06 -1.06 -0.6652
N -1.13 0.07 0.07 -0.3698
C -0.20 1.05 -0.39 0.4224
C 0.07 -1.73 0.59 -0.1799
C 1.23 0.56 -0.25 -0.5906
H -1.49 2.22 -1.22 0.3405
H 1.56 0.70 0.82 0.2405
H 0.54 -2.27 1.41 0.1993
H -2.04 0.41 0.37 0.3776
H 1.80 1.15 -0.96 0.2629
H -0.65 -2.39 0.15 0.1873



[2]
59
Properties=species:S:1:pos:R:3:nbo_charge:R:1 method="wB97M-V/def2-TZVPD" relative_energy_kj_mol=276.1 charge=0 homo_energy_ha=-0.294 homo_lumo_gap_ev=8.7
S -1.85 0.09 1.57 2.3467
O -1.80 1.53 1.60 -0.9839
O 3.04 0.83 -1.89 -0.6028
O 3.01 0.56 0.34 -0.5197
O 4.27 2.67 2.65 -0.5736
O -1.37 -0.58 2.75 -0.9447
N 0.05 3.17 2.97 -0.7386
N 1.55 -1.61 -2.99 -0.4024
N 0.78 2.82 -0.42 -0.3522
N -3.40 -0.38 1.23 -0.7126
C 2.10 3.26 4.25 -0.6653
C 2.26 -2.62 -4.99 -0.4056
C 1.38 3.05 2.96 0.4136
C 1.02 -2.29 -4.16 -0.2137
C 3.32 -2.83 -3.92 -0.4066
C 2.99 -1.72 -2.93 -0.2155
C 3.92 1.63 0.53 -0.1765
C -4.24 -1.77 3.11 -0.6260
C -1.44 -1.05 -0.96 -0.0925
C 1.35 2.74 0.58 0.2858
C 0.76 -1.15 -2.00 0.3488
C 1.28 -0.43 -0.88 -0.2638
C 0.45 -0.18 0.21 -0.0789
C 2.06 2.75 1.79 -0.4800
C -4.41 0.61 0.92 -0.2186
C -4.87 0.53 -0.53 -0.6168
C -0.63 -1.40 -2.01 -0.3202
C 3.48 2.42 1.77 0.5659
C -3.79 -1.70 1.65 -0.2137
C 2.54 0.34 -0.90 0.8058
C -0.89 -0.48 0.17 -0.4270
H 2.80 2.45 4.42 0.2664
H -4.51 -2.79 3.37 0.2129
H 0.32 -1.64 -4.70 0.2050
H -4.04 0.72 -1.20 0.2138
H -5.27 0.49 1.59 0.1895
H 3.93 2.27 -0.36 0.2338
H -5.11 -1.13 3.27 0.2000
H 4.33 -2.75 -4.30 0.2207
H 2.10 -3.49 -5.63 0.2182
H -5.28 -0.46 -0.75 0.1989
H -3.43 -1.44 3.74 0.2346
H -1.07 -1.87 -2.87 0.2174
H 4.93 1.24 0.70 0.2127
H 2.69 4.17 4.20 0.2555
H 0.84 0.30 1.09 0.2424
H -2.91 -2.34 1.52 0.2166
H -4.58 -2.06 0.98 0.1979
H -2.51 -1.23 -1.01 0.2181
H -0.52 2.83 2.20 0.4454
H -5.64 1.27 -0.71 0.2167
H 2.53 -1.77 -5.62 0.2082
H 1.40 3.32 5.08 0.2064
H 3.46 -0.78 -3.23 0.2265
H 0.50 -3.21 -3.87 0.1856
H -0.42 3.27 3.86 0.3977
H -3.95 1.58 1.11 0.2401
H 3.31 -1.95 -1.91 0.2034
H 3.19 -3.81 -3.45 0.2001



[3]
61
Properties=species:S:1:pos:R:3:nbo_charge:R:1 method="wB97M-V/def2-TZVPD" charge=0 homo_energy_ha=-0.307 homo_lumo_gap_ev=8.4
I 3.34 1.35 -2.59 0.1587
I -0.71 1.76 0.31 0.1700
Br -1.11 5.63 -1.02 -0.3287
P -1.68 -3.79 -0.70 2.3475
Si 2.07 3.65 -0.26 1.5781
Si 0.45 5.87 0.58 1.5667
O 1.80 4.70 -3.04 -0.8703
O 1.17 4.44 0.92 -1.2473
O -2.27 -2.44 -0.96 -1.0054
O -0.04 7.00 4.42 -0.7186
O 3.47 5.79 -1.75 -0.9319
N -1.92 -3.81 1.01 -0.8147
N -0.40 -4.88 -0.68 -0.7961
N -2.73 -4.76 -1.65 -0.8195
C -0.45 -6.32 -0.50 -0.3969
C -0.43 6.43 2.12 -0.9216
C 0.59 6.93 3.14 -0.0642
C -2.62 -4.54 -3.08 -0.4149
C 5.02 5.16 1.64 -0.2499
C 1.13 2.07 -0.71 -0.6854
C -3.48 -5.96 -1.34 -0.3902
C -2.25 -2.53 1.63 -0.3957
C 0.75 -0.12 -1.92 -0.6841
C 4.33 4.26 1.24 -0.0045
C 3.66 3.12 0.64 -0.9565
C 1.50 1.13 -1.57 -0.1230
C 0.84 -4.28 -0.17 -0.4148
C -2.47 -4.90 1.80 -0.4055
B 2.49 4.83 -1.87 0.7376
H -2.79 -4.54 2.78 0.2083
H -2.60 -3.47 -3.31 0.2217
H -1.23 -6.67 0.17 0.1960
H -4.50 -5.87 -1.71 0.1905
H -0.58 -6.84 -1.46 0.2019
H 0.50 -6.67 -0.10 0.2119
H -3.31 -2.29 1.55 0.1787
H 0.86 -4.25 0.92 0.1903
H -3.48 -4.96 -3.61 0.2001
H 1.42 6.91 0.20 -0.2186
H -1.16 7.20 1.85 0.2420
H -3.55 -6.15 -0.27 0.1983
H -1.00 5.57 2.48 0.2556
H 1.08 -0.46 -2.90 0.2270
H 4.32 2.57 -0.03 0.2721
H -0.32 0.06 -2.00 0.2538
H -1.70 -4.99 -3.49 0.1707
H 3.33 2.43 1.43 0.2621
H 5.71 5.87 2.00 0.2332
H 1.39 6.19 3.20 0.1713
H 0.96 7.90 2.80 0.1664
H 1.72 -4.82 -0.53 0.2009
H 0.94 -3.25 -0.53 0.2002
H 1.00 -0.88 -1.17 0.2320
H -3.36 -5.35 1.36 0.1796
H -1.73 -5.67 2.03 0.1880
H 1.00 4.20 -2.87 0.4998
H -1.98 -2.54 2.69 0.1825
H -1.68 -1.71 1.18 0.2197
H 0.65 6.90 5.08 0.4684
H 3.08 6.66 -1.59 0.5091
H -3.04 -6.86 -1.80 0.1674



[4]
72
Properties=species:S:1:pos:R:3:mulliken_charge:R:1 method="wB97M-V/def2-TZVPD" relative_energy_kj_mol=332.3 charge=+4 homo_energy_ha="-0.777 / -0.777" spin_multiplicity=2 homo_lumo_gap_ev="4.9 / 4.9" s2=0.92
V 0.50 -0.38 0.20 0.3452
P 2.31 -1.67 1.49 0.3475
P -2.26 -1.28 0.14 0.8744
P 1.07 1.70 -1.70 0.7542
P -0.91 1.95 0.96 0.3320
O -0.70 -0.97 2.97 -0.2190
O -2.12 1.56 -0.49 -0.3557
O 2.54 1.60 1.30 -0.2062
O -1.96 3.12 1.43 -0.2560
O -0.16 1.97 2.55 -0.3323
C 2.10 -1.90 -2.77 -0.6701
C -0.15 2.08 -3.00 -1.0313
C 1.24 3.39 -1.00 -1.1288
C -0.30 -2.08 -3.12 -0.6912
C 2.32 -3.48 1.68 -1.1102
C -2.50 -2.95 0.87 -1.2388
C -3.01 2.59 -0.87 -1.1169
C 0.93 -1.45 -3.39 -0.6886
C 4.00 -1.34 0.90 -1.2363
C 0.83 -3.59 -1.58 -0.6490
C 1.77 0.85 0.80 0.5719
C 2.05 -2.97 -1.85 -0.7528
C 2.52 -1.19 3.25 -1.2192
C -0.35 -3.14 -2.21 -0.7244
C -2.94 2.94 2.50 -0.6899
C 2.60 1.67 -2.70 -1.1843
C -3.33 -1.38 -1.34 -1.1871
C 0.39 3.26 2.87 -0.7679
C -0.28 -0.76 1.88 0.4396
C -3.47 -0.41 1.22 -1.1064
H -4.38 -1.01 1.35 0.7600
H -3.72 0.55 0.76 0.1789
H -3.00 -0.26 2.20 0.2902
H -2.20 -2.91 1.93 0.4808
H -3.38 2.28 -1.84 0.3899
H 4.05 -1.58 -0.17 0.3428
H -1.21 -1.72 -3.59 0.5965
H 2.76 2.63 -3.21 0.5224
H -4.38 -1.62 -1.08 0.5316
H 0.24 2.82 -3.72 0.5869
H 0.77 -4.40 -0.85 0.5740
H 2.12 3.43 -0.36 0.4999
H -2.96 -2.14 -2.03 0.4108
H 3.45 1.47 -2.03 0.4132
H -3.78 3.60 2.24 0.3326
H -3.32 1.91 2.60 0.2737
H -1.06 2.47 -2.53 0.0758
H 2.49 -3.97 0.72 0.3483
H -1.85 -3.65 0.33 0.3315
H -3.86 2.69 -0.18 0.4331
H 2.96 -3.30 -1.35 0.9136
H 1.25 3.08 3.51 0.3004
H 4.23 -0.27 1.02 0.4815
H 3.10 -3.81 2.39 0.5084
H -2.47 3.26 3.44 0.3078
H -3.30 -0.39 -1.82 0.1990
H 0.97 -0.61 -4.09 0.9485
H 0.35 3.67 -0.42 0.2227
H 1.66 -1.55 3.83 0.4830
H 0.73 3.79 1.97 0.3389
H 2.54 0.88 -3.46 0.3791
H -2.51 3.56 -0.96 0.4174
H -0.33 3.88 3.42 0.3075
H 1.35 4.11 -1.83 0.6136
H -1.31 -3.62 -1.97 0.9168
H 3.44 -1.62 3.65 0.5311
H -0.38 1.15 -3.53 0.3011
H -3.55 -3.28 0.81 0.4946
H 4.76 -1.93 1.44 0.4851
H 1.34 -3.78 2.07 0.4088
H 2.57 -0.10 3.32 0.3772
H 3.06 -1.40 -2.96 0.5886



[5]
38
Properties=species:S:1:pos:R:3:nbo_charge:R:1 method="wB97M-V/def2-TZVPD" relative_energy_kj_mol=0.0 charge=0 homo_energy_ha=-0.309 homo_lumo_gap_ev=7.6
S -3.38 0.01 -2.12 0.2535
O -0.65 -1.24 -0.72 -0.5936
O -0.21 2.32 2.04 -0.5835
N -3.90 -1.79 -0.13 -0.5457
N -3.27 -3.70 -1.09 -0.2869
N -0.40 0.51 0.70 -0.4537
N -3.07 -2.68 -1.93 -0.3600
C 0.10 -0.47 -0.15 0.6648
C 1.56 -0.52 -0.30 -0.0881
C -1.85 0.58 0.88 -0.2504
C 4.00 2.27 1.69 -0.2245
C -3.45 -1.53 -1.34 0.2062
C 2.37 0.42 0.37 -0.0467
C 2.13 -1.48 -1.10 -0.1357
C -2.49 1.63 -0.04 -0.4232
C 2.61 2.32 1.84 -0.1168
C 4.58 1.31 0.89 -0.1700
C 0.34 1.48 1.36 0.6814
C 3.78 0.36 0.21 0.0070
C -3.76 1.12 -0.72 -0.5043
C 3.52 -1.54 -1.26 -0.2304
C 4.33 -0.64 -0.61 -0.1601
C 1.80 1.41 1.19 -0.1507
C -3.77 -3.13 -0.03 0.1399
H -2.04 0.82 1.92 0.2302
H -2.24 -0.42 0.66 0.2585
H 4.62 2.99 2.20 0.2214
H -4.05 -3.67 0.85 0.1980
H 3.95 -2.31 -1.89 0.2211
H -2.64 -2.81 -2.83 0.4174
H 5.40 -0.69 -0.73 0.2130
H 5.65 1.26 0.78 0.2150
H -2.73 2.52 0.54 0.2236
H 1.49 -2.19 -1.60 0.2383
H -4.39 0.56 -0.04 0.2550
H -4.32 1.95 -1.16 0.2289
H -1.78 1.92 -0.81 0.2107
H 2.15 3.07 2.46 0.2403



[6]
18
Properties=species:S:1:pos:R:3:nbo_charge:R:1 method="wB97M-V/def2-TZVPD" relative_energy_kj_mol=511.6 charge=+1 homo_energy_ha=-0.476 homo_lumo_gap_ev=7.4
O -2.86 -1.66 -1.32 -0.6184
O 1.26 -0.71 2.09 -0.6622
N 0.17 -1.80 -1.32 -0.6411
C 0.82 0.81 0.42 -0.1362
C 1.47 0.49 1.54 0.1527
C -0.70 -1.04 -0.70 0.2816
C -2.00 -0.83 -0.60 0.1214
C 0.77 2.18 -0.17 -0.6853
H 0.85 -1.56 -2.00 0.4321
H -0.09 0.14 0.01 0.1250
H -0.13 2.39 -0.75 0.2429
H 0.50 -2.64 -0.75 0.4292
H -3.73 -1.32 -1.19 0.5032
H 2.29 1.15 1.84 0.2158
H -2.43 -0.28 0.20 0.2342
H 1.55 -0.71 2.99 0.5013
H 0.79 2.93 0.76 0.2545
H 1.46 2.45 -1.04 0.2492



[7]
18
Properties=species:S:1:pos:R:3:nbo_charge:R:1 method="wB97M-V/def2-TZVPD" relative_energy_kj_mol=0.0 charge=+2 homo_energy_ha="-0.549 / -0.672" spin_multiplicity=3 homo_lumo_gap_ev="6.3 / 5.0" s2=2.02
Pt 0.00 -0.83 -1.54 0.4635
O -0.10 -1.07 -4.58 -0.3068
O -2.19 4.42 -0.88 -0.4870
O -2.94 -1.24 -0.61 -0.3322
O 2.97 -1.71 -1.36 -0.3263
N 0.37 -0.33 0.49 -0.5515
N 0.88 0.81 2.28 -0.4978
C 1.89 -1.30 -1.46 0.4460
C -2.49 3.53 -1.54 0.4896
C -1.85 -1.07 -0.97 0.4182
C 0.91 0.81 0.92 0.4260
C 0.05 -1.11 1.58 0.1486
C -0.13 -0.96 -3.44 0.5135
C 0.33 -0.39 2.71 0.2168
H 1.20 1.57 2.87 0.4922
H 1.32 1.62 0.33 0.2937
H -0.35 -2.10 1.46 0.2926
H 0.14 -0.65 3.74 0.3009



[8]
16
Properties=species:S:1:pos:R:3:nbo_charge:R:1 method="wB97M-V/def2-TZVPD" relative_energy_kj_mol=103.8 charge=+2 homo_energy_ha="-0.665 / -0.665" spin_multiplicity=3 homo_lumo_gap_ev="7.3 / 6.1" s2=2.03
Pt -2.32 2.01 0.21 0.8952
O -0.87 0.74 -1.29 -0.5172
O 0.58 0.08 0.49 -0.4147
O -2.95 0.39 0.32 -0.4474
O 1.21 1.96 -0.47 -0.5525
C 2.14 -1.48 1.25 -0.2792
C -2.63 -0.55 -0.46 0.2578
C 0.27 1.12 -0.20 0.9854
C 1.89 -0.23 0.90 0.0228
C -1.50 -0.43 -1.32 0.2344
H -3.01 -1.56 -0.28 0.2590
H 2.62 0.56 0.74 0.2425
H -0.85 -1.29 -1.51 0.2429
H 1.39 -2.27 1.14 0.2386
H 0.87 2.74 -0.93 0.5577
H 3.17 -1.79 1.39 0.2748



[9]
9
Properties=species:S:1:pos:R:3:nbo_charge:R:1 method="wB97M-V/def2-TZVPD" relative_energy_kj_mol=422.3 charge=0 homo_energy_ha=-0.362 homo_lumo_gap_ev=10.3
O -2.24 0.46 0.10 -0.5674
O 0.59 1.60 -0.21 -0.5573
O -0.87 -1.37 -0.12 -0.4958
N 0.13 0.37 0.22 -0.2200
C 0.72 -0.95 -0.05 0.0959
C -1.20 -0.09 0.12 0.8509
H 1.22 -1.63 0.58 0.2037
H 1.07 -0.80 -1.06 0.1912
H 0.58 2.42 0.44 0.4989



[10]
113
Properties=species:S:1:pos:R:3:mulliken_charge:R:1 method="wB97M-V/def2-TZVPD" relative_energy_kj_mol=1197.9 charge=+5 homo_energy_ha=-0.327 homo_lumo_gap_ev=0.7
F 2.49 -14.70 27.46 -0.5986
F -1.21 -14.49 28.61 -0.3013
F -1.37 -14.98 26.48 -0.3155
F -0.12 -16.56 27.90 -0.1510
O 4.67 -5.26 12.01 -0.4023
O -1.68 2.19 20.18 -0.3548
O -1.80 -10.65 25.56 -0.3610
O 4.46 -14.27 25.75 -0.3171
O 4.80 -2.79 32.80 -0.3546
O -6.02 -17.78 17.19 -0.3974
N -3.09 -12.13 28.79 -0.3459
N -3.47 -17.18 17.95 -0.2551
N 4.95 -5.33 33.43 -0.3495
N 5.57 -3.67 13.79 -0.2801
N 8.97 -12.23 19.70 -0.2576
N 0.47 0.97 20.75 -0.4285
C 5.19 -1.35 32.66 -0.7677
C -3.01 2.73 20.47 -0.7920
C 3.82 -15.19 26.22 0.1069
C 4.82 -3.65 31.65 -0.6180
C 4.49 -4.88 15.71 -1.3985
C -3.93 -14.74 18.25 -1.1892
C 5.06 -5.01 14.34 0.3249
C -5.63 -16.41 17.05 -0.5846
C -4.55 -16.14 18.11 -0.1284
C 3.87 -5.53 10.89 -0.6751
C -1.90 -10.91 26.99 -0.6649
C 0.51 2.30 20.01 0.3161
C -1.74 -9.16 25.20 -0.7640
C 0.55 1.89 18.55 -1.3777
C 2.67 -4.87 32.47 -1.3126
C -0.69 3.15 20.33 -0.7417
C 4.13 -5.58 13.32 -0.6476
C -3.20 -11.80 27.28 0.1972
C 8.43 -11.39 18.92 0.0490
C 4.20 -4.94 32.13 0.1821
C -4.49 -10.96 26.97 -1.6102
C -7.07 -18.12 16.30 -0.6511
C 4.70 -12.95 26.65 -0.5092
C 9.29 -10.60 18.03 -0.9165
B -0.90 -15.52 27.70 0.7622
H -7.06 -19.16 16.09 0.2663
H 5.94 -5.68 14.32 0.2646
H 7.35 -11.45 18.86 0.3528
H -4.65 -11.00 25.90 0.3953
H 4.10 -3.34 30.91 0.3733
H 2.88 -5.93 11.27 0.3063
H 8.87 -10.71 17.04 0.2852
H -2.30 -8.61 25.88 0.3371
H -3.07 -16.85 17.04 0.3867
H -0.48 0.60 20.61 0.3500
H 4.06 -15.96 26.91 0.2759
H -2.74 -17.22 18.64 0.3296
H 5.48 -13.14 27.39 0.2951
H 4.21 -5.85 16.15 0.3706
H -3.33 -14.67 17.31 0.3817
H -3.96 -18.07 17.82 0.3630
H 1.17 0.31 20.42 0.3595
H -4.45 -9.98 27.22 0.4854
H 0.60 0.96 21.74 0.3853
H 4.32 -5.73 31.40 0.3126
H -6.44 -15.74 17.29 0.4074
H -3.66 -11.34 29.25 0.3981
H -0.70 -8.85 25.24 0.2917
H 5.82 -3.86 31.30 0.4282
H -3.25 3.63 19.91 0.3374
H 10.37 -11.10 17.88 0.2773
H 1.44 2.82 20.34 0.3697
H -4.77 -14.04 18.23 0.3431
H 4.89 -2.94 13.77 0.3201
H 8.54 -12.73 20.46 0.2363
H 9.52 -9.61 18.38 0.2916
H -3.45 -13.04 29.10 0.3522
H -3.68 2.02 19.98 0.2673
H -5.29 -11.64 27.24 0.4564
H 2.29 -4.08 33.13 0.3517
H -3.39 -14.53 19.16 0.3732
H -1.07 2.93 28.28 -0.4985
H 3.55 -4.29 15.72 0.3624
H -3.21 2.81 21.60 0.2997
H -2.09 -11.94 29.07 0.3555
H 3.01 -5.22 13.35 0.4177
H -1.93 -9.92 27.54 0.4347
H 1.58 1.59 18.25 0.3781
H 4.15 -6.69 13.49 0.3252
H 2.26 -5.85 32.76 0.3946
H -0.63 3.65 21.28 0.4635
H 5.20 -4.50 16.47 0.3945
H -0.79 3.96 19.56 0.3534
H 5.95 -5.06 33.27 0.3668
H 6.43 -3.44 14.34 0.3874
H 4.60 -4.76 34.22 0.3926
H 5.68 -1.18 33.59 0.2662
H 3.67 -12.62 26.89 0.2734
H 0.30 2.70 17.92 0.3835
H 4.31 -6.34 10.29 0.2541
H -0.13 1.10 18.32 0.4045
H -6.87 -17.49 15.36 0.3117
H -7.93 -17.85 16.86 0.2732
H -5.17 -16.16 16.04 0.4239
H 2.08 -4.63 31.54 0.3654
H -2.17 -8.89 24.28 0.3165
H -3.34 -12.80 27.09 0.3438
H 5.80 -1.23 31.82 0.3469
H 5.85 -3.94 12.80 0.4049
H -0.88 -11.41 27.24 0.3822
H 3.79 -4.69 10.20 0.2706
H 3.21 -15.58 25.52 0.2257
H 5.03 -6.34 33.72 0.3436
H 9.95 -12.26 19.73 0.2074
H 4.99 -12.28 25.89 0.2535
H 4.37 -0.64 32.47 0.2782
H -5.06 -16.52 19.03 0.3460



[11]
19
Properties=species:S:1:pos:R:3:nbo_charge:R:1 method="wB97M-V/def2-TZVPD" relative_energy_kj_mol=94.6 charge=-1 homo_energy_ha=-0.080 homo_lumo_gap_ev=5.9
O 1.28 -2.33 -2.22 -0.9493
N -0.03 1.22 1.33 -0.6279
C 0.86 2.34 1.05 -0.4141
C -1.11 -0.72 0.25 -0.4090
C 0.92 -1.64 -1.14 0.0081
C -0.61 -1.62 -0.86 -0.4374
C -0.75 0.76 0.13 -0.2329
H 1.42 2.16 0.12 0.1651
H 0.22 3.20 0.79 0.1771
H 0.52 0.44 1.67 0.3475
H 1.39 -1.99 -0.16 0.0417
H -2.20 -0.84 0.30 0.1880
H -1.08 -1.38 -1.83 0.1807
H -0.17 0.93 -0.78 0.1854
H -0.79 -1.11 1.23 0.1829
H -0.97 -2.65 -0.75 0.1855
H 1.23 -0.56 -1.16 0.0504
H 1.57 2.45 1.86 0.1904
H -1.68 1.34 0.16 0.1677



[12]
16
Properties=species:S:1:pos:R:3:nbo_charge:R:1 method="wB97M-V/def2-TZVPD" relative_energy_kj_mol=487.1 charge=0 homo_energy_ha="-0.269 / -0.269" homo_lumo_gap_ev="7.8 / 7.8"
O 0.11 -0.34 1.53 -0.6099
O -0.87 1.80 -0.10 -0.7100
N 2.29 0.11 1.19 -0.7909
C -1.26 -0.55 0.10 -0.0678
C 0.92 -0.99 -0.52 -0.7483
C 1.11 -0.41 0.76 0.6358
C -1.43 0.67 -0.75 -0.1230
H -2.52 0.81 -0.87 0.1638
H -0.95 2.54 -0.70 0.4688
H -1.87 -0.51 1.01 0.1945
H 1.65 -0.77 -1.31 0.1956
H 2.30 0.65 2.04 0.4011
H -0.98 0.51 -1.73 0.1754
H 0.67 -2.05 -0.47 0.2169
H -1.45 -1.48 -0.44 0.2009
H 3.15 -0.06 0.70 0.3971